# 1
The following is a quantum chemistry calculation of a 2-piece molecular cluster, C6H12N2O overall, from the Open Molecules 2025 dataset.

Structure (XYZ):
```
21
Properties=species:S:1:pos:R:3:forces:R:3:lowdin_charge:R:1
H 1.3242 -1.4186 1.7486 0.0268 0.0602 -0.1116 0.08
C 0.6601 -0.5548 1.7823 0.0513 0.3880 0.1102 -0.10
H 1.1936 0.3402 1.4724 0.1845 -0.0139 -0.0646 0.04
H -0.7132 2.7295 -1.9161 -0.2055 0.4182 -0.2276 0.03
C -1.5552 0.3950 0.9608 0.2551 0.1065 -0.4788 -0.09
O -0.0460 -2.7185 -0.5443 1.6135 0.2209 0.3381 0.02
H 0.4224 -0.3634 2.8297 -0.3253 -0.1902 0.0540 0.08
H -1.8076 0.6268 1.9977 0.0939 -0.2119 0.0812 0.08
H -0.7396 0.0858 -1.6946 -0.0959 -0.1525 -0.3092 0.05
H -1.0937 -1.6264 1.3317 0.1052 -0.0184 -0.2570 0.12
H -2.4871 0.1360 0.4582 0.0341 0.1342 -0.1438 0.08
N 1.9382 0.5930 -0.8450 0.6958 1.0260 0.6455 0.07
H 2.5063 0.8469 -0.0404 -0.0644 -0.3876 0.0524 0.09
C 1.0123 1.5795 -1.0635 0.0087 -0.3375 -1.7363 -0.28
H 2.5906 0.4765 -1.6194 -0.4564 0.0257 -0.1048 0.11
H -1.1335 1.3093 0.5469 -0.1154 0.0381 -0.1525 0.05
C -0.5703 -0.7615 0.9085 1.3643 -1.4408 -0.5553 -0.30
H -0.9598 -1.5132 -2.4209 0.2706 0.1342 -0.0490 0.11
C 0.1849 2.2541 -1.6369 0.4188 -0.3630 1.0810 0.08
N -0.6138 -0.9136 -1.6898 0.6674 0.7289 0.3919 0.14
C -0.1131 -1.5028 -0.5658 -4.5270 -0.1653 1.4363 -0.46
```
Positions in Å, forces in eV/Å.

Output
E_HOMO	-9.1	eV
lowest unoccupied orbital energy	0.64	eV

---

# 2
The following is a quantum chemistry calculation of a 3-piece molecular cluster, C6H12N2O2 overall, from the Open Molecules 2025 dataset.

Structure (XYZ):
```
22
Properties=species:S:1:pos:R:3:forces:R:3:lowdin_charge:R:1
H -0.2433 -1.7535 -1.8097 -0.0103 0.0688 0.0305 0.12
H 3.2337 -1.3272 1.3475 -0.1759 0.0892 -0.0785 0.05
C -2.7242 0.1263 -0.0915 -1.0443 0.0436 0.2192 -0.38
H -0.1908 1.3999 -0.3042 -0.0101 0.0348 -0.0341 0.13
H -1.4545 0.9627 2.0700 0.0473 0.0093 0.0159 0.07
H -0.4284 -1.5750 0.3616 0.0087 -0.0290 -0.0243 0.14
H 2.5465 0.0596 -1.7461 0.0081 0.0045 0.0578 0.07
O -0.3015 -0.8184 -1.5844 0.0267 -0.0929 -0.1167 0.02
H 0.2109 1.5742 2.1401 -0.0095 -0.0282 0.0127 0.08
H -0.1043 -0.1532 2.3584 -0.0080 0.0062 -0.0206 0.08
O -3.4265 0.2832 0.8808 0.3474 -0.0390 -0.3715 0.01
H 2.7947 1.3815 -0.6179 -0.0024 -0.0606 0.0049 0.07
N 2.2253 -1.1281 1.2170 0.0124 0.0326 -0.0821 0.08
C -0.2958 0.5417 0.3478 -0.0480 -0.5275 -0.3171 -0.18
C -0.4132 0.7407 1.8174 -0.0367 -0.0090 -0.0028 -0.08
H -4.1438 0.3001 -1.5883 0.1976 -0.0165 0.1003 0.10
H 3.9138 -0.0063 -0.5974 -0.1260 0.0123 0.0158 0.07
C -0.3497 -0.6786 -0.2410 -0.0148 0.6373 0.4758 -0.28
C 2.8631 0.2958 -0.7275 0.0622 0.0452 -0.0305 -0.09
N -3.1654 0.1286 -1.3716 -0.0118 0.0274 -0.0472 0.11
C 1.9608 -0.3701 0.2615 0.8174 -0.2058 0.1249 -0.29
H -2.5074 0.0161 -2.1224 -0.0301 -0.0028 0.0677 0.07
```
Positions in Å, forces in eV/Å.

Output
E_HOMO (alpha / beta)	-6.6 / -6.3	eV
lowest unoccupied orbital energy (alpha / beta)	0.46 / 0.44	eV

---

# 3
The following is a quantum chemistry calculation of a 2-piece molecular cluster, C6H12N2O2 overall, from the Open Molecules 2025 dataset.

Structure (XYZ):
```
22
Properties=species:S:1:pos:R:3:forces:R:3:lowdin_charge:R:1
H 0.8997 -1.7382 0.6841 -0.0048 0.1838 -0.2270 0.14
O 1.2777 1.0524 1.5299 0.1722 0.0640 -0.0292 -0.08
C 0.1744 -1.3909 -0.0645 1.0179 -1.3365 0.0313 -0.06
H 0.5412 -1.6592 -1.0649 0.0266 0.0912 0.2436 0.13
H -0.7621 1.5819 1.4834 0.1209 -0.1932 -0.0281 0.13
C 1.7731 2.0228 -0.6779 0.0238 0.1053 -0.1678 -0.04
H 1.8094 1.7744 -1.7477 -0.0252 0.0829 0.2451 0.09
H -0.8877 1.6388 -0.9969 0.1440 -0.1001 0.0350 0.08
N -2.1272 -2.2346 -0.6322 1.6113 -0.6741 -0.9980 0.07
N -0.7475 0.6357 -1.0596 -0.2298 0.0689 -0.1414 0.10
H -0.4025 -0.0138 2.2327 0.0349 0.1692 -0.2208 0.12
C -1.1087 -2.1226 0.1956 -3.5583 2.6702 0.0876 -0.50
H 2.3150 0.0555 0.0037 -0.1673 0.1413 0.0107 0.15
H -2.7935 -2.2742 0.6990 2.7220 0.0058 0.7147 0.28
H 2.7458 2.4426 -0.3871 -0.2786 -0.0978 -0.0332 0.09
C 0.0781 0.1379 0.0145 -0.3796 0.1176 0.1815 -0.44
C -0.1092 0.6950 1.4469 -0.2738 -0.1718 0.2248 -0.10
H -1.8427 -2.2715 -1.6053 -0.5440 0.0101 -0.3452 0.07
H -1.6747 0.2196 -1.0432 0.1196 -0.1224 0.0556 0.07
O -1.6559 -2.1218 1.3780 -0.8935 -0.5917 0.4425 -0.05
C 1.4924 0.7775 0.1310 0.1617 -0.2427 -0.0648 -0.32
H 1.0048 2.7926 -0.5195 0.1998 -0.1801 -0.0170 0.08
```
Positions in Å, forces in eV/Å.

Output
E_HOMO	-9.6	eV
lowest unoccupied orbital energy	0.76	eV

---

# 4
The following is a quantum chemistry calculation of C6H12N2O2 in the gas phase, from the Open Molecules 2025 dataset.

Structure (XYZ):
```
22
Properties=species:S:1:pos:R:3:forces:R:3:lowdin_charge:R:1
O -3.4436 -0.3503 -0.6254 -0.8873 -1.2471 -1.2189 0.01
H -0.5520 2.0837 -1.3122 2.2580 -0.3270 1.4901 0.18
C 0.5442 -0.8602 -0.1766 0.0596 1.7933 -0.9809 -0.12
C 0.5155 2.2642 0.7079 -0.8673 2.1710 0.5532 -0.09
H -1.3380 -1.2805 -1.3279 0.4906 0.0316 1.4322 0.16
H -2.4253 -2.4166 0.4550 0.5137 -0.0470 0.8787 0.08
N -2.6882 0.4596 -0.1296 -2.9649 2.1701 0.9394 -0.53
C 1.0079 0.4471 -0.9535 -1.6110 0.5404 -1.7446 -0.19
C -1.3746 -2.2167 0.7555 -1.4010 2.1725 -0.8571 -0.03
N -1.5298 0.1360 0.2485 4.1832 0.8053 0.0550 0.05
H -0.8188 -3.1076 0.7418 0.9425 -1.0787 -0.2678 0.05
C -0.9789 -1.0840 -0.2557 0.5572 -1.0628 -1.2409 -0.39
H -1.2699 -1.6922 1.7236 -0.4191 -0.7004 -0.2007 0.09
H 1.2270 1.6735 1.2512 -0.1666 -0.3708 0.7966 0.08
C 0.3237 1.7080 -0.6053 -4.5600 -1.9585 -0.3634 0.00
O -3.0951 1.6174 0.1742 0.6796 -0.3479 -0.4579 -0.05
H 0.9510 3.2640 0.6664 0.4794 0.3221 -0.5053 0.10
H -0.4611 2.6131 1.2123 1.1818 -1.3390 -0.6401 0.14
H 0.7289 -0.6842 0.8566 0.5863 -0.1198 0.9472 0.10
H 0.8634 0.2483 -2.0357 0.0276 0.0588 0.5296 0.12
H 2.0419 0.6446 -0.8316 1.3833 -0.2206 0.5061 0.11
H 1.2749 -1.5122 -0.6329 -0.4656 -1.2455 0.3495 0.11
```
Positions in Å, forces in eV/Å.

Output
E_HOMO (alpha / beta)	-8.6 / -8.6	eV
lowest unoccupied orbital energy (alpha / beta)	-1.85 / -1.85	eV

---

For the records above, the corresponding energy above the lowest of the compared OMol25 structures with the same formula, charge and spin values read 295.3, 549.9, 315.7, 731.2 kJ/mol.